Arrangement i

DFT (ωB97M-V/def2-TZVPD) results for a cluster of 3 separate species, C5H14N2 in total.

Properties
highest occupied orbital energy = -5.73 eV
gap between HOMO and LUMO = 2.218 eV
net charge = 0

Geometry (Å):
N  5.01810  -1.45823  -0.00632
C  2.13384  0.29710  1.00122
C  2.12794  0.44532  -0.41414
C  2.22251  -0.86084  1.80434
N  -4.49228  0.64523  -1.21317
C  -4.29127  1.62557  -0.17538
C  -3.45620  -0.31999  -1.11356
H  4.70791  -2.45833  -0.25742
H  5.83032  -1.54659  0.66842
H  2.25402  1.25879  1.52477
H  2.41932  1.44064  -0.73193
H  4.16165  -0.89043  0.23201
H  2.23003  -0.53508  -1.02024
H  2.27969  -0.87753  2.88467
H  2.19301  -1.88446  1.35121
H  -3.70905  2.56822  -0.45032
H  -3.68452  1.27172  0.75638
H  -5.26594  1.99538  0.23602
H  -3.62079  -0.93643  -0.26046
H  -3.45826  -0.98416  -2.00924
H  -2.43909  0.14632  -1.00242

Results of the natural (NBO) charge analysis, in e, for atoms 1 through 2: atom 1 (N): -1.123, atom 2 (C): -0.296

Arrangement ii

DFT (ωB97M-V/def2-TZVPD) results for a cluster of 2 separate species, C5H14N2 in total.

Properties
SMILES = [H]/N=C/NC.CCC
highest occupied orbital energy = -8.80 eV
gap between HOMO and LUMO = 9.776 eV
net charge = 0

Geometry (Å):
H  1.19004  -2.69358  -1.26647
N  1.03023  -1.69539  -1.37030
C  1.55637  -1.09448  -0.35314
N  1.74727  0.25464  -0.27136
C  2.62490  0.87189  0.73883
H  1.77824  -1.58744  0.61932
H  1.61742  0.71661  -1.17132
H  3.23698  1.63153  0.24745
H  1.98984  1.31679  1.53557
H  3.21582  0.04844  1.19895
C  -1.30505  1.05841  0.96636
C  -2.01641  -0.10242  0.30931
C  -3.30092  0.34764  -0.36591
H  -0.95856  1.78293  0.20845
H  -0.42313  0.73249  1.52177
H  -1.92080  1.61826  1.67703
H  -2.23739  -0.87310  1.08457
H  -1.35969  -0.52823  -0.50794
H  -3.82805  -0.53374  -0.76478
H  -3.94168  0.80533  0.46846
H  -3.15479  1.16266  -1.13220

Results of the natural (NBO) charge analysis, in e, for atoms 1 through 2: atom 1 (H): 0.343, atom 2 (N): -0.745

Arrangement iii

DFT (ωB97M-V/def2-TZVPD) results for a cluster of 2 separate species, C5H14N2 in total.

Properties
SMILES = [H]/N=C(/C)CN.CC
highest occupied orbital energy = -8.98 eV
gap between HOMO and LUMO = 9.771 eV
net charge = 0

Geometry (Å):
H  0.53219  2.17264  -0.91835
N  0.05113  1.43193  -1.43221
C  0.50428  0.26675  -1.08950
C  -0.03391  -0.96124  -1.77282
C  2.02526  0.14642  -0.52368
N  2.15889  0.24531  0.90972
H  0.44230  -1.86232  -1.38023
H  -1.11179  -1.02594  -1.60380
H  0.15086  -0.89688  -2.84818
H  2.42022  -0.80785  -0.87712
H  2.64023  0.91538  -1.00048
H  2.95955  -0.27172  1.26008
H  1.97772  1.18535  1.24958
C  -1.23898  0.26885  1.52382
C  -2.47643  -0.40760  0.98533
H  -0.84653  -0.26161  2.39490
H  -1.45288  1.30318  1.80904
H  -0.32524  0.29946  0.76993
H  -2.25407  -1.44046  0.70107
H  -2.85174  0.12372  0.10526
H  -3.27106  -0.42337  1.73765

Results of the natural (NBO) charge analysis, in e, for atoms 1 through 2: atom 1 (H): 0.324, atom 2 (N): -0.628

Tell me which of them is the most stable. Sure, it is arrangement ii.

Arrangement i

DFT (ωB97M-V/def2-TZVPD) results for a structure of composition C5H14N2.

Properties
highest occupied orbital energy = -8.55 eV
gap between HOMO and LUMO = 9.409 eV
net charge = 0

Geometry (Å):
C  1.91985  -1.70412  -2.36245
N  -1.03467  -0.31123  -0.59692
C  -0.43183  -0.33177  0.55839
C  -0.18268  0.91367  1.40793
C  -0.57184  2.19331  0.60962
N  -2.03965  2.25786  0.53656
C  -0.18909  -1.67262  1.21892
H  1.04289  -1.28433  -1.89095
H  2.33297  -2.37858  -1.60269
H  1.64823  -2.43141  -3.12990
H  2.75264  -1.16568  -2.80322
H  -0.00993  0.15369  -0.69530
H  0.84170  1.04642  1.77686
H  -0.82945  0.96313  2.29104
H  -0.10500  2.10310  -0.37904
H  -0.17066  3.04777  1.13238
H  -2.27449  3.09899  0.02986
H  -2.28156  1.52247  -0.12627
H  -1.06709  -2.26802  0.98690
H  0.67589  -2.11242  0.73903
H  -0.02623  -1.64024  2.29922

Results of the natural (NBO) charge analysis, in e, for atoms 1 through 2: atom 1 (C): -0.871, atom 2 (N): -0.711

Arrangement ii

DFT (ωB97M-V/def2-TZVPD) results for the molecule C5H14N2.

Properties
SMILES = CCCCNCN
highest occupied orbital energy = -8.81 eV
gap between HOMO and LUMO = 9.978 eV
net charge = 0

Geometry (Å):
C  2.54431  -0.42185  0.75378
C  1.83432  0.30376  -0.38126
C  0.87110  1.36912  0.19452
C  -0.47649  0.78119  0.63457
N  -0.82293  -0.41771  -0.11379
C  -2.24274  -0.78372  -0.03798
N  -2.87953  -0.79537  -1.36485
H  3.24422  -1.14937  0.40577
H  3.21420  0.23758  1.31265
H  1.87485  -0.98899  1.38544
H  2.62060  0.74578  -1.01017
H  1.34031  -0.38230  -1.06083
H  0.75148  2.23132  -0.46991
H  1.42655  1.75686  1.01299
H  -0.46407  0.58431  1.69420
H  -1.23414  1.56144  0.46393
H  -0.65183  -0.20529  -1.08469
H  -2.74328  -0.04244  0.55808
H  -2.32668  -1.75987  0.45725
H  -2.24009  -1.16260  -2.04809
H  -3.64014  -1.46186  -1.30160

Results of the natural (NBO) charge analysis, in e, for atoms 1 through 2: atom 1 (C): -0.613, atom 2 (C): -0.394

Tell me which of them is the most stable. Sure, it is arrangement ii.

Arrangement i

DFT (ωB97M-V/def2-TZVPD) results for the molecule C5H14N2.

Properties
SMILES = C[C@@H](N)CN(C)C
highest occupied orbital energy = -7.86 eV
gap between HOMO and LUMO = 8.878 eV
net charge = 0

Geometry (Å):
C  2.19740  0.06126  1.46446
C  0.76741  -0.19343  0.95285
N  -0.17997  0.58891  1.74157
C  0.66420  0.12427  -0.53499
N  -0.61809  -0.05165  -1.14654
C  -1.77509  0.82156  -1.03554
C  -0.93705  -1.41573  -1.50203
H  2.43336  1.12753  1.40128
H  2.23090  -0.14133  2.53694
H  2.89796  -0.56295  0.90811
H  0.55655  -1.23459  1.20731
H  -0.66711  1.33561  1.28580
H  -0.71452  0.12767  2.45514
H  1.07255  1.12767  -0.71530
H  1.36452  -0.49907  -1.10234
H  -1.47954  1.73733  -0.52046
H  -2.12061  1.05750  -2.04388
H  -2.55004  0.42509  -0.36709
H  -1.02099  -2.15625  -0.71798
H  -0.11053  -1.76065  -2.13090
H  -1.84722  -1.45679  -2.10149

Results of the natural (NBO) charge analysis, in e, for atoms 1 through 2: atom 1 (C): -0.610, atom 2 (C): -0.064

Arrangement ii

DFT (ωB97M-V/def2-TZVPD) results for a structure of composition C5H14N2.

Properties
highest occupied orbital energy = -8.91 eV
gap between HOMO and LUMO = 10.007 eV
net charge = 0

Geometry (Å):
N  0.24197  1.49601  -0.28634
C  0.41934  0.13679  0.29010
C  -0.38170  -0.85740  -0.57632
C  -1.76973  -0.30498  -0.86048
C  -2.61084  -0.16869  0.42544
C  1.92243  -0.36113  0.54094
N  2.87936  0.69348  0.40908
H  0.82539  2.09416  0.28276
H  0.89827  0.80842  -0.88371
H  0.08033  0.11996  1.33344
H  -0.37280  -1.83512  -0.10420
H  0.16236  -0.92140  -1.52892
H  -1.86105  0.62429  -1.41190
H  -2.30205  -1.07864  -1.42373
H  -3.65262  -0.07192  0.10717
H  -2.38818  0.65430  1.10097
H  -2.56480  -1.12570  0.95394
H  2.04200  -1.16648  -0.19924
H  1.91101  -0.78034  1.54360
H  2.65243  1.45361  -0.20774
H  3.86887  0.59079  0.49516

Results of the natural (NBO) charge analysis, in e, for atoms 1 through 2: atom 1 (N): -0.806, atom 2 (C): -0.125

Arrangement iii

DFT (ωB97M-V/def2-TZVPD) results for the molecule C5H14N2.

Properties
SMILES = CNCCN(C)C
highest occupied orbital energy = -7.92 eV
gap between HOMO and LUMO = 8.991 eV
net charge = 0

Geometry (Å):
C  2.51517  0.95401  -0.57841
N  1.98487  -0.34239  -0.16644
C  0.80421  -0.69916  -1.10519
C  -0.55353  -1.21466  -0.30344
N  -0.96044  -0.14255  0.57188
C  -2.26413  0.29147  -0.06386
C  -1.18592  0.29911  2.04802
H  2.11100  1.68363  0.09939
H  3.74401  0.89430  -0.65311
H  2.13050  1.30487  -1.61359
H  2.86940  -1.02050  -0.26101
H  0.51217  0.24988  -1.49947
H  1.12579  -1.35555  -1.90217
H  -0.19754  -1.97502  0.36468
H  -1.33069  -1.61994  -1.08680
H  -2.57581  1.14821  0.54826
H  -3.16296  -0.35278  -0.14435
H  -2.13318  0.74230  -1.15721
H  -2.18218  -0.13482  2.42049
H  -0.19713  -0.11084  2.33489
H  -1.05362  1.40042  2.14743

Results of the natural (NBO) charge analysis, in e, for atoms 1 through 2: atom 1 (C): -0.409, atom 2 (N): -0.653

Tell me which of them is the most stable. Sure, it is arrangement i.

Arrangement i

DFT (ωB97M-V/def2-TZVPD) results for a cluster of 2 separate species, C5H14N2 in total.

Properties
highest occupied orbital energy = -8.59 eV
gap between HOMO and LUMO = 8.290 eV
net charge = 0

Geometry (Å):
C  -0.28495  -0.17405  1.29272
N  -1.24860  0.59776  0.50444
C  -2.47031  0.04645  0.59850
C  0.39185  -1.24527  0.42179
C  0.57526  -0.72201  -1.04091
C  1.17584  0.68419  -1.25418
N  2.16201  1.06919  -0.25228
H  -0.71368  -0.75044  2.18829
H  0.50220  0.44387  1.77463
H  -2.63145  -1.05047  -1.30587
H  -2.40735  -0.91470  1.13335
H  -2.58848  -0.47881  -0.62226
H  -3.34371  0.70940  0.80607
H  -0.23435  -2.14270  0.41286
H  1.39122  -1.50381  0.77235
H  -0.36202  -0.80539  -1.62927
H  1.15006  -1.38630  -1.71736
H  1.72320  0.73435  -2.21308
H  0.45670  1.46915  -1.52066
H  1.97526  1.98234  0.15063
H  2.28518  0.44691  0.52858

Results of the natural (NBO) charge analysis, in e, for atoms 1 through 2: atom 1 (C): -0.265, atom 2 (N): -0.368

Arrangement ii

DFT (ωB97M-V/def2-TZVPD) results for the molecule C5H14N2.

Properties
SMILES = CCCNCCN
highest occupied orbital energy = -8.88 eV
gap between HOMO and LUMO = 9.956 eV
net charge = 0

Geometry (Å):
C  1.72021  2.44111  -1.43285
C  1.49725  1.50814  -0.15132
C  0.36881  0.51804  -0.32541
N  0.39742  -0.63596  0.57134
C  -0.43412  -1.78401  0.20233
C  -1.62229  -1.96542  1.10670
N  -2.72667  -0.97996  0.93749
H  0.74450  2.58815  -1.90920
H  2.32150  1.90374  -2.16338
H  2.18274  3.28779  -0.93543
H  2.38560  0.86233  -0.10584
H  1.17910  2.24373  0.57734
H  -0.62368  1.00079  -0.34966
H  0.45225  0.18516  -1.38829
H  1.35777  -0.94993  0.55695
H  0.16793  -2.69417  0.33390
H  -0.71054  -1.77086  -0.86861
H  -1.23090  -1.96685  2.13497
H  -2.11604  -2.94420  0.96295
H  -2.48264  -0.19012  0.35358
H  -2.82820  -0.65751  1.89244

Results of the natural (NBO) charge analysis, in e, for atoms 1 through 2: atom 1 (C): -0.607, atom 2 (C): -0.406

Arrangement iii

DFT (ωB97M-V/def2-TZVPD) results for a cluster of 2 separate species, C5H14N2 in total.

Properties
SMILES = [H]/N=C\C.CCNC
highest occupied orbital energy = -8.03 eV
gap between HOMO and LUMO = 9.068 eV
net charge = 0

Geometry (Å):
H  -2.98599  -0.78118  1.38766
N  -2.56568  -0.51955  0.49059
C  -1.47259  0.19226  0.66734
C  -1.01749  0.58021  2.05252
H  -1.24458  0.98797  -0.08826
H  -0.03456  1.05464  2.00057
H  -0.96344  -0.30680  2.68843
H  -1.72208  1.28956  2.49055
C  0.74440  0.89426  -2.46549
C  1.18420  0.60303  -1.05202
N  0.43321  -0.75835  -0.45244
C  1.07195  -1.55764  0.57804
H  1.33243  1.72109  -2.88221
H  -0.31260  1.16749  -2.52230
H  0.91241  0.02835  -3.11505
H  1.00385  1.44262  -0.37847
H  2.25051  0.38270  -1.00205
H  -0.37354  -1.11106  -0.95554
H  0.37170  -2.27341  1.01897
H  1.47401  -0.90773  1.36092
H  1.91388  -2.12844  0.17824

Results of the natural (NBO) charge analysis, in e, for atoms 1 through 2: atom 1 (H): 0.322, atom 2 (N): -0.709

Tell me which of them is the most stable. Sure, it is arrangement ii.

Arrangement i

DFT (ωB97M-V/def2-TZVPD) results for the molecule C5H14N2.

Properties
SMILES = CCC[C@@H](N)CN
highest occupied orbital energy = -8.98 eV
gap between HOMO and LUMO = 9.930 eV
net charge = 0

Geometry (Å):
C  -1.99104  1.98437  -1.19142
C  -0.53395  1.52427  -1.05397
C  -0.22602  1.07642  0.37508
C  0.77478  -0.07339  0.53897
N  0.71182  -0.51729  1.92874
C  0.61271  -1.22915  -0.47926
N  0.98085  -2.52284  0.04411
H  -2.29900  2.31117  -2.18191
H  -2.61994  1.13320  -0.92150
H  -2.13439  2.75614  -0.47516
H  -0.28926  0.72913  -1.75824
H  0.09358  2.35531  -1.37597
H  -1.16084  0.69579  0.81772
H  0.04337  1.91858  1.01034
H  1.72775  0.37066  0.44337
H  -0.24521  -0.76217  2.16678
H  1.23646  -1.37902  2.03087
H  -0.36877  -1.17217  -0.94701
H  1.29073  -1.04950  -1.30816
H  0.20110  -3.15603  0.10983
H  1.74503  -2.97058  -0.43182

Results of the natural (NBO) charge analysis, in e, for atoms 1 through 2: atom 1 (C): -0.596, atom 2 (C): -0.400

Arrangement ii

DFT (ωB97M-V/def2-TZVPD) results for a cluster of 2 separate species, C5H14N2 in total.

Properties
highest occupied orbital energy = -8.36 eV
gap between HOMO and LUMO = 7.286 eV
net charge = 0

Geometry (Å):
N  -3.42445  0.15849  1.01187
C  -2.41301  -0.75261  0.50785
C  -2.38334  -0.65226  -0.99442
C  -0.99567  -0.31837  1.02493
N  0.07219  -0.88743  0.46939
C  3.20248  1.32374  -0.46311
C  3.77834  -0.06458  -0.68601
H  -4.01273  -0.13429  1.75390
H  -3.23634  1.14440  1.12289
H  -2.71063  -1.76606  0.79749
H  -1.72615  -1.36189  -1.49539
H  -2.00857  0.38019  -1.16425
H  -3.31712  -0.53202  -1.54602
H  -1.02313  0.78878  1.13325
H  -0.81755  -0.80267  2.02084
H  3.98781  2.04187  -0.23688
H  2.59549  1.59276  -1.32524
H  2.55678  1.21162  0.41062
H  3.06947  -0.78825  -1.09301
H  4.57574  -0.06263  -1.44381
H  4.23036  -0.51879  0.19511

Results of the natural (NBO) charge analysis, in e, for atoms 1 through 2: atom 1 (N): -0.867, atom 2 (C): -0.068

Tell me which of them is the most stable. Sure, it is arrangement i.

Arrangement i

DFT (ωB97M-V/def2-TZVPD) results for the ion C3H5N2O with charge +1.

Properties
highest occupied orbital energy (alpha / beta) = -14.19 / -13.63 eV
gap between HOMO and LUMO (alpha / beta) = 8.392 / 7.855 eV
net charge = +1

Geometry (Å):
C  1.40397  0.17366  0.18229
C  -0.78052  0.89967  -0.26277
C  -0.72976  -1.40675  -0.04922
N  0.58485  1.17127  0.20252
N  1.33553  -0.99016  -0.12843
O  -1.23851  -0.31098  0.35090
H  -1.45723  1.69215  0.06626
H  -0.77056  0.78866  -1.35375
H  -1.05893  -2.26361  0.54759
H  0.82531  2.07548  0.59082
H  1.88586  -1.82940  -0.14621

Results of the natural (NBO) charge analysis, in e, for atoms 1 through 2: atom 1 (C): 0.598, atom 2 (C): 0.066

Arrangement ii

DFT (ωB97M-V/def2-TZVPD) results for the ion C3H5N2O with charge +1.

Properties
SMILES = N#[N+]C/C=C\O
highest occupied orbital energy = -14.33 eV
gap between HOMO and LUMO = 9.028 eV
net charge = +1

Geometry (Å):
N  2.52947  1.28042  -0.93628
N  1.85012  0.79569  -0.25716
C  0.99899  0.16318  0.56370
C  -0.63988  0.16189  0.75039
C  -1.39641  -0.22454  -0.24525
O  -0.87870  -0.57684  -1.44212
H  1.40918  0.33668  1.54495
H  1.05131  -0.98169  0.29820
H  -1.01378  0.39419  1.71103
H  -2.53727  -0.16443  0.00396
H  -1.37302  -1.18454  -1.99140

Results of the natural (NBO) charge analysis, in e, for atoms 1 through 2: atom 1 (N): 0.353, atom 2 (N): 0.182

Tell me which of them is the most stable. Sure, it is arrangement ii.